[1]
The following is a DFT calculation (the ωB97M-V functional and the def2-TZVPD basis) of a structure of composition C33H31NO7Pd.

Structure (XYZ):
```
73
C33H31NO7Pd the ωB97M-V functional and the def2-TZVPD basis
Pd 1.043 2.272 -1.898
C 2.248 0.398 2.733
C 1.203 -0.609 2.252
C 1.068 -1.757 3.234
O 1.572 -1.124 0.983
C 0.883 -0.400 -0.062
C 0.057 0.628 0.777
O -0.058 -0.005 2.065
C -1.165 1.421 0.250
O -0.848 1.874 -0.981
C -2.533 0.709 0.267
C -3.437 1.089 -0.723
C -4.720 0.568 -0.759
C -5.128 -0.359 0.193
C -4.238 -0.745 1.183
C -2.956 -0.205 1.227
C -1.322 2.623 1.249
C -1.011 3.887 0.761
C -1.099 5.004 1.582
C -1.500 4.876 2.905
C -1.810 3.616 3.401
C -1.721 2.500 2.579
C 0.487 -1.495 -1.104
O -0.088 -0.903 -2.309
C -0.343 -2.683 -0.630
C -0.459 -3.791 -1.465
C -1.216 -4.891 -1.087
C -1.863 -4.903 0.141
C -1.755 -3.798 0.974
C -1.004 -2.699 0.589
C 1.861 -1.965 -1.626
C 2.509 -3.069 -1.081
C 3.782 -3.420 -1.510
C 4.427 -2.660 -2.477
C 3.795 -1.543 -3.004
C 2.519 -1.194 -2.584
H 3.188 -0.123 2.923
H 1.905 0.875 3.653
H 2.434 1.164 1.983
H 2.018 -2.288 3.300
H 0.300 -2.451 2.900
H 0.807 -1.370 4.221
H 1.565 0.256 -0.620
H 0.786 1.441 0.873
H -3.073 1.779 -1.475
H -5.402 0.872 -1.546
H -6.126 -0.783 0.157
H -4.536 -1.474 1.929
H -2.280 -0.514 2.012
H -0.685 3.941 -0.272
H -0.846 5.982 1.185
H -1.569 5.748 3.546
H -2.124 3.501 4.433
H -1.966 1.525 2.981
H 0.046 -3.785 -2.423
H -1.298 -5.740 -1.755
H -2.455 -5.760 0.440
H -2.276 -3.781 1.925
H -0.958 -1.826 1.221
H 2.023 -3.651 -0.309
H 4.274 -4.284 -1.076
H 5.426 -2.929 -2.804
H 4.285 -0.907 -3.731
H 2.067 -0.288 -2.974
C 2.759 4.764 -2.977
C 3.320 3.479 -3.599
O 4.277 3.546 -4.389
O 2.728 2.402 -3.254
H 3.360 5.656 -3.162
H 2.642 4.553 -1.911
H 1.747 4.921 -3.356
O -2.120 -0.960 -1.585
N -1.421 -0.737 -2.508
```

Charge: -2
Energy above the lowest of the compared OMol25 structures with the same formula, charge and spin in kcal/mol: 46.1

---

[2]
The following is a DFT calculation (the ωB97M-V functional and the def2-TZVPD basis) of a cluster of 2 separate species, C11H18O in total at a distorted geometry.

Structure (XYZ):
```
30
C11H18O the ωB97M-V functional and the def2-TZVPD basis
C 2.468 3.114 0.140
C 1.486 2.730 -0.979
C 1.310 1.237 -1.013
C 1.112 0.562 -2.220
C 0.896 -0.854 -2.349
C 1.051 -1.492 -1.165
O 1.174 -2.875 -1.081
C 0.823 -0.905 0.113
C 0.999 0.457 0.119
H 2.696 4.159 -0.061
H 3.455 2.654 0.024
H 2.262 3.064 1.212
H 0.494 3.159 -0.802
H 1.915 3.040 -1.939
H 1.021 1.205 -3.102
H 0.784 -1.109 -3.385
H 1.268 -3.220 -1.975
H 0.472 -1.531 0.921
H 0.940 0.882 1.115
C -3.641 -0.900 1.075
C -3.362 -1.288 2.554
C -2.887 -0.124 3.432
H -2.703 -0.422 0.694
H -4.348 -0.089 1.101
H -3.800 -1.632 0.283
H -4.378 -1.505 2.878
H -2.730 -2.165 2.697
H -2.018 0.511 3.338
H -3.740 0.581 3.517
H -2.733 -0.480 4.466
```

Energy above the lowest of the compared OMol25 structures with the same formula, charge and spin in kcal/mol: 41.5
SMILES string: CCc1ccc(O)cc1.CCC

---

[3]
The following is a DFT calculation (the ωB97M-V functional and the def2-TZVPD basis) of a cluster of 2 separate species, C24H34ClF3N5O5 in total at a distorted geometry.

Structure (XYZ):
```
72
C24H34ClF3N5O5 the ωB97M-V functional and the def2-TZVPD basis
O -7.066 -6.278 -0.594
O 3.172 4.182 1.961
O 2.912 1.867 6.444
F -5.590 -2.098 -0.265
F -7.334 -3.375 0.134
F -7.353 -2.005 -1.589
Cl 0.523 -2.223 -1.638
O -5.184 -6.914 0.475
O -5.174 -3.343 -2.835
C -5.887 -6.106 -0.347
C 4.268 3.741 2.286
C 3.804 2.100 5.642
C -3.824 -4.861 -0.878
C -5.193 -4.988 -0.988
C 0.710 2.816 -0.654
C -1.804 -3.491 -1.364
C -3.207 -2.081 -3.288
C -1.153 -2.480 -2.080
C -3.856 -3.072 -2.556
C -3.147 -3.789 -1.593
C -1.848 -1.743 -3.083
N 1.687 2.538 -1.471
N 5.060 2.159 6.107
N 0.655 2.323 0.569
N 4.444 2.831 3.250
N -0.233 3.602 -1.093
C 5.511 4.208 1.563
C 6.338 2.442 5.450
C -0.722 0.527 -3.017
C -2.139 0.009 -4.964
C -0.002 -1.193 -4.738
C -6.569 -2.841 -0.855
C -5.974 -3.940 -1.781
C 1.689 1.509 1.239
C 1.430 1.429 2.750
C -1.184 -0.628 -3.925
C 2.681 1.096 3.585
C 3.395 2.344 4.170
H -5.831 -7.568 0.784
H -3.244 -5.564 -0.284
H -1.244 -4.049 -0.619
H -3.826 -1.588 -4.027
H 1.722 2.940 -2.388
H 2.428 1.948 -1.141
H 5.102 1.990 7.102
H -0.124 2.606 1.139
H 5.388 2.521 3.417
H -0.990 3.864 -0.486
H -0.178 3.994 -2.014
H 6.169 4.718 2.265
H 5.225 4.906 0.777
H 6.026 3.356 1.126
H 6.341 3.456 5.045
H 7.141 2.374 6.189
H 6.538 1.709 4.666
H 0.090 0.222 -2.357
H -0.360 1.367 -3.619
H -1.555 0.878 -2.400
H -1.626 0.783 -5.544
H -2.506 -0.745 -5.670
H -2.996 0.479 -4.469
H 0.387 -0.439 -5.430
H -0.325 -2.060 -5.322
H 0.826 -1.503 -4.098
H -6.822 -4.432 -2.267
H 1.694 0.497 0.828
H 2.669 1.950 1.065
H 0.683 0.651 2.917
H 1.001 2.368 3.101
H 2.337 0.472 4.411
H 3.379 0.487 3.008
H 2.652 3.138 4.266
```

Charge: +1

---

[4]
The following is a DFT calculation (the ωB97M-V functional and the def2-TZVPD basis) of the molecule C18H25N5O3 at a distorted geometry.

Structure (XYZ):
```
51
C18H25N5O3 the ωB97M-V functional and the def2-TZVPD basis
C 2.701 3.479 -4.027
C 1.836 3.847 -2.831
O 2.002 2.911 -1.762
C 3.036 3.099 -0.940
O 3.810 4.015 -1.019
C 3.111 2.002 0.109
C 1.793 1.889 0.882
C 1.870 0.719 1.867
N 2.158 -0.506 1.158
C 1.285 -1.494 0.855
O 1.594 -2.416 0.123
C -0.100 -1.400 1.493
C -0.976 -2.603 1.097
C -2.339 -2.162 0.647
C -2.552 -1.725 -0.690
C -1.454 -1.751 -1.701
N -3.711 -1.286 -1.121
C -4.724 -1.260 -0.275
N -5.976 -0.871 -0.449
C -6.537 -1.067 0.745
N -5.742 -1.553 1.682
N -4.575 -1.685 1.050
C -3.396 -2.129 1.530
C -3.353 -2.539 2.964
C 3.434 -0.460 0.471
C 3.430 0.662 -0.566
H 2.476 2.468 -4.358
H 2.507 4.170 -4.841
H 3.752 3.538 -3.757
H 2.095 4.846 -2.467
H 0.774 3.803 -3.082
H 3.920 2.267 0.797
H 0.978 1.720 0.176
H 1.594 2.814 1.425
H 2.686 0.897 2.578
H 0.943 0.637 2.431
H 0.013 -1.348 2.577
H -0.570 -0.474 1.155
H -1.061 -3.293 1.934
H -0.467 -3.130 0.287
H -1.811 -1.293 -2.618
H -1.161 -2.780 -1.909
H -0.571 -1.226 -1.345
H -7.567 -0.847 0.942
H -4.319 -2.331 3.418
H -2.577 -1.994 3.498
H -3.146 -3.604 3.050
H 4.226 -0.294 1.208
H 3.587 -1.427 -0.011
H 2.671 0.451 -1.321
H 4.403 0.712 -1.057
```

Energy above the lowest of the compared OMol25 structures with the same formula, charge and spin in kcal/mol: 21.9
SMILES string: CCOC(=O)C1CCN(C(=O)CCc2c(C)nc3ncnn3c2C)CC1

---

[5]
The following is a DFT calculation (the ωB97M-V functional and the def2-TZVPD basis) of a cluster of 7 separate species, C4H21N2O8 in total at a distorted geometry.

Structure (XYZ):
```
35
C4H21N2O8 the ωB97M-V functional and the def2-TZVPD basis
N -2.487 -2.234 -0.010
C -2.335 -1.096 -0.910
C -1.087 -0.275 -0.440
N -0.985 0.956 -1.157
C 0.442 1.408 -1.200
C 1.088 1.783 0.239
O 2.311 2.029 0.353
O 0.273 1.793 1.188
H -1.806 -2.977 -0.275
H -2.388 -1.955 0.890
H -2.238 -1.308 -1.961
H -3.303 -0.552 -0.786
H -1.166 -0.020 0.672
H -0.105 -0.771 -0.446
H -1.482 1.750 -0.765
H 0.383 2.310 -1.929
H 1.226 0.735 -1.675
H 3.184 0.647 1.670
H 1.930 0.174 2.212
O 2.768 -0.108 2.154
H -0.354 -1.128 -2.746
H 1.002 -0.903 -2.278
O 0.506 -1.460 -2.883
H 2.533 -1.038 0.162
H 3.225 0.142 -0.513
O 2.657 -0.614 -0.671
H -0.087 0.897 2.792
H -0.087 1.670 4.063
O -0.034 0.737 3.790
H 0.206 -3.682 -2.066
H 0.712 -2.837 -1.137
O 0.261 -3.581 -1.189
H -1.715 3.524 2.293
H -1.117 2.717 1.214
O -1.929 3.267 1.345
```

Charge: -1
Energy above the lowest of the compared OMol25 structures with the same formula, charge and spin in kcal/mol: 63.5

---

Calculated LUMO energy, 4.3, 0.8, -2.5, 0.5, 3.2 eV (same order as the records).
Calculated gap between HOMO and LUMO, 4.0, 9.1, 8.0, 9.5, 8.7 eV (same order as the records).